No. 1
{"formula": "C2H5NOS", "method": "the ωB97M-V functional and the def2-TZVPD basis", "elements": ["C", "C", "N", "O", "S", "H", "H", "H", "H", "H"], "xyz": [[-0.64305, 0.50530, -1.22818], [-0.21004, -0.78610, -0.81322], [0.66048, -0.42298, 0.34926], [0.70621, 0.96174, 2.39324], [-0.04336, -0.38053, 1.75992], [-0.10606, 0.97533, -1.97735], [-1.41821, 0.81705, -0.50582], [-0.92524, -1.57443, -0.58634], [0.42642, -1.23205, -1.46363], [1.55286, 1.13667, 2.07212]], "lowdin_charge": [0.04, -0.44, -0.37, -0.41, 0.90, 0.04, 0.07, 0.10, 0.06, 0.00], "multiplicity": 1, "total_charge": 0, "mol_weight_g_mol": 91.13, "homo_ev": [-8.35, -7.97], "relative_energy_kcal_mol": 111.91}

***

No. 2
{"formula": "C5H8I2", "method": "the ωB97M-V functional and the def2-TZVPD basis", "elements": ["C", "C", "C", "C", "C", "I", "I", "H", "H", "H", "H", "H", "H", "H", "H"], "xyz": [[0.46765, -0.08349, 1.13870], [0.13382, 0.76698, -0.08041], [-0.55664, -0.57212, 0.14158], [1.56540, 0.96111, -1.47443], [-2.04012, -0.73579, 0.24778], [-0.91561, 2.53453, -0.11624], [0.16971, -2.35589, -1.09677], [1.56269, -0.47517, 1.12943], [0.18078, 0.18788, 2.14762], [1.93618, 2.06242, -1.53895], [1.01975, 0.74876, -2.27275], [2.30759, 0.24391, -1.03407], [-2.26510, -0.60879, -0.79273], [-2.57965, 0.08776, 0.71700], [-2.38277, -1.70961, 0.63818]], "lowdin_charge": [-0.20, -0.85, -0.80, -0.02, -0.19, 0.88, 0.70, 0.12, 0.10, 0.07, -0.04, 0.04, 0.05, 0.05, 0.08], "multiplicity": 1, "total_charge": 0, "mol_weight_g_mol": 321.93, "homo_ev": -9.09, "relative_energy_kcal_mol": 49.12}

***

No. 3
{"formula": "C33H71BrF11N6S", "method": "the ωB97M-V functional and the def2-TZVPD basis", "elements": ["C", "C", "Br", "C", "N", "C", "C", "C", "C", "C", "F", "F", "C", "F", "F", "S", "F", "F", "F", "F", "F", "C", "N", "C", "C", "F", "N", "C", "C", "C", "F", "H", "H", "H", "H", "H", "H", "H", "H", "H", "H", "H", "H", "H", "H", "H", "H", "H", "H", "H", "H", "H", "H", "H", "H", "H", "H", "C", "C", "N", "C", "C", "C", "C", "H", "H", "H", "H", "H", "H", "H", "H", "H", "H", "H", "H", "H", "H", "H", "C", "C", "N", "C", "C", "C", "C", "H", "H", "H", "H", "H", "H", "H", "H", "H", "H", "H", "H", "H", "H", "H", "C", "C", "N", "C", "C", "C", "C", "H", "H", "H", "H", "H", "H", "H", "H", "H", "H", "H", "H", "H", "H", "H"], "xyz": [[2.67884, 2.86073, 1.03186], [1.22182, 2.50349, 0.70029], [0.20774, 2.55703, 2.37345], [0.57500, 3.49858, -0.27896], [0.51488, 3.02173, -1.67356], [1.83138, 2.98717, -2.32947], [2.32609, 4.35765, -2.78504], [3.59724, 4.21567, -3.64178], [4.90358, 4.43367, -2.87031], [5.59468, 3.14436, -2.42968], [6.34130, 3.33943, -1.28243], [4.67134, 2.17287, -2.12194], [6.57576, 2.60087, -3.51976], [5.96305, 2.73212, -4.73899], [7.68146, 3.42078, -3.48195], [7.13193, 0.77399, -3.34342], [5.60902, 0.36766, -3.60519], [7.43572, 0.69152, -4.90039], [8.63995, 1.15935, -3.06694], [6.83252, 0.83835, -1.78300], [7.48615, -0.75338, -3.19152], [-0.58536, 2.71099, -2.30619], [-1.77447, 2.66641, -1.60270], [-2.29021, 1.41046, -1.05433], [-1.24464, 0.47672, -0.50573], [-3.16368, 1.78322, -0.03982], [-0.49227, 2.47313, -3.67159], [-0.30497, 3.65173, -4.55490], [-1.45235, 1.52926, -4.25352], [-2.89508, 1.98367, -4.47501], [-1.40755, 0.39856, -3.45789], [2.72688, 3.49103, 1.91602], [3.15063, 3.41671, 0.22482], [3.25957, 1.96869, 1.24264], [1.17702, 1.48525, 0.32530], [1.22563, 4.37026, -0.31108], [-0.39960, 3.83836, 0.04423], [1.82189, 2.23825, -3.11426], [2.52759, 2.63786, -1.57318], [2.57710, 4.93356, -1.89345], [1.56045, 4.93124, -3.29698], [3.55178, 4.95754, -4.43593], [3.60154, 3.24357, -4.12666], [4.74990, 4.99994, -1.95486], [5.60202, 5.00295, -3.47858], [-2.50465, 3.16325, -2.09410], [-2.91042, 0.89389, -1.78352], [-0.93439, 0.82013, 0.47585], [-1.73723, -0.47493, -0.36620], [-0.41084, 0.29985, -1.17786], [-0.69836, 4.56086, -4.11038], [0.74445, 3.78430, -4.80386], [-0.82510, 3.46233, -5.48897], [-1.01896, 1.27038, -5.21941], [-3.06061, 3.01882, -4.18725], [-3.59128, 1.33992, -3.94871], [-3.13677, 1.91450, -5.53214], [3.25916, -0.72479, -0.64333], [3.09353, -0.96280, 0.85144], [2.22125, -2.07630, 1.15979], [1.81696, -2.12085, 2.55654], [2.89459, -2.36215, 3.61946], [2.59223, -3.34662, 0.55564], [3.98460, -3.91179, 0.86567], [2.28553, -0.61718, -1.12911], [3.83456, 0.18906, -0.81076], [3.79546, -1.53555, -1.13454], [2.63230, -0.07486, 1.29817], [4.09353, -1.04702, 1.30595], [1.04060, -2.88419, 2.65328], [1.32352, -1.16742, 2.77716], [3.22885, -3.39789, 3.63711], [2.48782, -2.13651, 4.60664], [3.76584, -1.72319, 3.47172], [2.49693, -3.24328, -0.52791], [1.83091, -4.07623, 0.83925], [4.75946, -3.14642, 0.80380], [4.23531, -4.68642, 0.13954], [4.03720, -4.36557, 1.85330], [-2.96665, 0.53180, 3.32045], [-2.62078, -0.60912, 4.26500], [-2.13918, -0.14885, 5.55187], [-1.53367, -1.20279, 6.34757], [-2.42346, -2.35875, 6.82047], [-3.02168, 0.76364, 6.25970], [-4.44513, 0.28651, 6.57912], [-2.10740, 1.19756, 3.23235], [-3.21334, 0.13726, 2.33371], [-3.82538, 1.11127, 3.65954], [-1.81369, -1.19774, 3.81725], [-3.48748, -1.28422, 4.34194], [-1.06056, -0.73645, 7.21537], [-0.71461, -1.62042, 5.75237], [-3.08301, -2.06239, 7.63426], [-1.79760, -3.17196, 7.19195], [-3.03513, -2.76030, 6.01167], [-3.09275, 1.68343, 5.67413], [-2.51856, 1.05353, 7.18472], [-4.90792, -0.21227, 5.72630], [-5.07098, 1.14348, 6.83357], [-4.47325, -0.39676, 7.42575], [-4.68168, -5.37504, -2.94245], [-3.91839, -4.72174, -1.80116], [-4.39905, -3.38746, -1.48468], [-3.51624, -2.65498, -0.60144], [-3.31083, -3.16932, 0.82755], [-5.82021, -3.28490, -1.19382], [-6.38304, -4.12703, -0.04115], [-4.67273, -4.73999, -3.82902], [-4.21445, -6.32601, -3.19776], [-5.71840, -5.58376, -2.67907], [-2.86927, -4.62406, -2.09317], [-3.93538, -5.39855, -0.93275], [-3.86900, -1.61718, -0.55670], [-2.53560, -2.61572, -1.09161], [-4.17218, -2.96859, 1.46211], [-2.45343, -2.66652, 1.27954], [-3.10799, -4.23992, 0.84759], [-6.36545, -3.54143, -2.10413], [-6.04320, -2.22967, -1.01519], [-6.00373, -5.14909, -0.06213], [-7.46939, -4.18236, -0.12441], [-6.15532, -3.70141, 0.93481]], "lowdin_charge": [-0.13, -0.69, 0.81, -0.15, 0.05, -0.12, -0.15, -0.15, -0.06, -0.42, 0.10, 0.06, -0.37, 0.10, 0.11, 0.78, -0.14, -0.12, -0.11, -0.13, -0.10, -0.26, 0.16, -0.36, 0.01, 0.01, -0.03, 0.00, -0.34, 0.00, 0.03, 0.07, 0.06, 0.07, 0.06, 0.12, 0.10, 0.14, 0.10, 0.11, 0.10, 0.12, 0.11, 0.13, 0.13, 0.14, 0.13, 0.05, 0.07, 0.08, 0.11, 0.08, 0.10, 0.15, 0.08, 0.09, 0.09, -0.08, -0.28, -0.20, -0.25, -0.07, -0.24, -0.08, 0.07, 0.05, 0.07, 0.09, 0.11, 0.11, 0.10, 0.06, 0.07, 0.07, 0.10, 0.12, 0.07, 0.07, 0.06, -0.09, -0.28, -0.20, -0.25, -0.08, -0.24, -0.08, 0.01, 0.06, 0.07, 0.11, 0.10, 0.11, 0.10, 0.06, 0.07, 0.07, 0.10, 0.12, 0.07, 0.07, 0.06, -0.09, -0.27, -0.20, -0.27, -0.07, -0.25, -0.08, 0.08, 0.07, 0.07, 0.12, 0.10, 0.10, 0.10, 0.06, 0.06, 0.07, 0.10, 0.11, 0.07, 0.07, 0.06], "multiplicity": 1, "total_charge": 1, "mol_weight_g_mol": 872.92, "homo_ev": -9.56}

***

No. 4
{"formula": "C24H49F5N6O9S", "method": "the ωB97M-V functional and the def2-TZVPD basis", "elements": ["C", "C", "O", "O", "C", "C", "C", "C", "C", "N", "C", "F", "F", "C", "F", "F", "S", "O", "O", "F", "H", "H", "H", "H", "H", "H", "H", "H", "H", "H", "H", "H", "H", "H", "C", "N", "C", "C", "O", "H", "H", "H", "H", "H", "H", "H", "C", "N", "C", "C", "O", "H", "H", "H", "H", "H", "H", "H", "C", "N", "C", "C", "O", "H", "H", "H", "H", "H", "H", "H", "C", "N", "C", "C", "O", "H", "H", "H", "H", "H", "H", "H", "C", "N", "C", "C", "O", "H", "H", "H", "H", "H", "H", "H"], "xyz": [[3.55359, -2.07309, 0.41923], [3.24715, -0.89025, 1.30181], [2.79113, -1.02884, 2.39791], [3.50413, 0.33904, 0.81381], [2.89033, 0.61925, -0.47251], [1.35974, 0.52745, -0.43001], [0.81303, -0.26274, -1.62408], [-0.68187, 0.00135, -1.87321], [-1.58827, -1.17013, -1.48023], [-1.86054, -1.13254, -0.00888], [-3.24512, -0.85810, 0.30657], [-4.07906, -1.82876, -0.11697], [-3.58293, 0.26010, -0.38636], [-3.56394, -0.51854, 1.78144], [-2.59616, 0.27334, 2.28824], [-3.73262, -1.62238, 2.53622], [-1.20048, -2.39999, 0.82211], [0.03290, -2.76093, 0.22720], [-2.16881, -3.39390, 1.11459], [-0.86605, -1.69909, 2.15816], [4.45737, -1.92323, -0.16569], [2.69295, -2.23197, -0.23176], [3.62954, -2.93757, 1.07243], [3.19176, 1.63208, -0.72060], [3.31271, -0.01659, -1.24545], [1.01601, 0.10971, 0.51921], [0.94402, 1.53426, -0.49023], [1.02698, -1.32757, -1.53075], [1.36178, 0.08234, -2.50218], [-0.85463, 0.25274, -2.92062], [-1.00706, 0.85150, -1.27047], [-1.13224, -2.11176, -1.77368], [-2.52587, -1.09067, -2.02693], [-4.50065, 0.04448, 1.78689], [3.96953, 3.45569, -5.46488], [3.61108, 2.59625, -4.35272], [4.02536, 1.32611, -4.11017], [4.97152, 0.70487, -5.10386], [3.63391, 0.73294, -3.11264], [4.44903, 4.36451, -5.09692], [3.07562, 3.74066, -6.02258], [4.65464, 2.94888, -6.13560], [2.97931, 2.95575, -3.65420], [5.21055, -0.30128, -4.77376], [4.51029, 0.65053, -6.09065], [5.89538, 1.28094, -5.16566], [-6.32316, -2.19003, 6.18098], [-6.17826, -1.56144, 4.88007], [-7.05391, -0.76018, 4.22508], [-8.36744, -0.45221, 4.90418], [-6.77653, -0.31610, 3.11936], [-5.52719, -1.85573, 6.84790], [-6.25468, -3.27451, 6.08156], [-7.28004, -1.93775, 6.62530], [-5.32483, -1.72710, 4.36774], [-8.94694, 0.19209, 4.25055], [-8.93111, -1.36722, 5.08794], [-8.20169, 0.06256, 5.85097], [-5.92142, -6.64804, 2.05146], [-5.82205, -6.46847, 3.48696], [-5.03918, -5.59077, 4.17093], [-4.15637, -4.67660, 3.35783], [-5.06639, -5.55640, 5.39166], [-6.94534, -6.46676, 1.71946], [-5.64855, -7.66948, 1.78014], [-5.26073, -5.96198, 1.53279], [-6.38935, -7.05073, 4.08214], [-3.59716, -4.04265, 4.03916], [-3.44951, -5.24494, 2.75450], [-4.75562, -4.04358, 2.70221], [10.60298, 1.76408, -2.99389], [9.69821, 1.42954, -4.07757], [8.86908, 2.25279, -4.76634], [8.86112, 3.71424, -4.38245], [8.15973, 1.81547, -5.66029], [11.62811, 1.51327, -3.27057], [10.34024, 1.19892, -2.09863], [10.55317, 2.82263, -2.76434], [9.65486, 0.46962, -4.38190], [8.15226, 4.23108, -5.02174], [8.55566, 3.83939, -3.34305], [9.84780, 4.15681, -4.52181], [-2.05296, 6.19223, 0.17970], [-1.14101, 5.11076, -0.13987], [-0.94388, 3.94987, 0.53705], [-1.75989, 3.72037, 1.78599], [-0.13291, 3.12610, 0.14121], [-2.75937, 6.34223, -0.63838], [-1.49797, 7.11986, 0.32899], [-2.60918, 5.96991, 1.08344], [-0.56546, 5.20027, -0.96192], [-1.48389, 2.75657, 2.20142], [-1.55812, 4.49493, 2.52676], [-2.82612, 3.71226, 1.55576]], "lowdin_charge": [0.02, -0.57, 0.12, -0.01, -0.16, -0.15, -0.18, -0.15, -0.15, -0.08, -0.50, 0.14, 0.13, -0.30, 0.09, 0.08, 0.62, -0.21, -0.22, -0.09, 0.09, 0.07, 0.09, 0.12, 0.08, 0.12, 0.07, 0.09, 0.09, 0.11, 0.10, 0.12, 0.12, 0.16, -0.07, 0.01, -0.51, 0.00, 0.02, 0.08, 0.08, 0.07, 0.14, 0.09, 0.09, 0.06, -0.06, 0.02, -0.55, -0.01, 0.02, 0.09, 0.07, 0.07, 0.12, 0.08, 0.08, 0.08, -0.08, 0.01, -0.55, -0.02, 0.02, 0.08, 0.08, 0.07, 0.14, 0.08, 0.08, 0.08, -0.07, 0.01, -0.55, -0.01, 0.02, 0.08, 0.08, 0.07, 0.14, 0.08, 0.09, 0.08, -0.08, 0.01, -0.53, 0.00, 0.03, 0.08, 0.08, 0.07, 0.14, 0.08, 0.09, 0.09], "multiplicity": 1, "total_charge": 0, "mol_weight_g_mol": 692.75, "homo_ev": -9.25, "smiles": "CC(=O)OCCCCCN(C(F)(F)C(F)F)S(=O)(=O)F.CNC(C)=O.CNC(C)=O.CNC(C)=O.CNC(C)=O.CNC(C)=O"}

***

| no. | calculated total energy (hartree) |
| --- | --- |
| 1 | -607.22849 |
| 2 | -790.57804 |
| 3 | -5698.90485 |
| 4 | -2847.16398 |